Entry 1:
Here is a 2-piece molecular cluster, C6H8NO8 overall in a non-equilibrium geometry from OMol25. Energies are from ωB97M-V/def2-TZVPD.

Bonds (Å) are listed after each position.
Atoms and positions in Å:
1 O -0.911 -0.848 -0.973  C13 1.244
2 O 1.018 0.400 -1.915  H16 0.933, H20 1.092
3 O 3.406 -1.103 -1.346  C10 1.176
4 O 3.197 -0.623 0.935  C10 1.291, C12 1.525
5 O -1.865 -1.016 1.008  C13 1.528, H19 0.933
6 O 2.854 1.841 0.808  N9 1.280
7 O 0.608 -1.085 2.213  C15 1.412, H17 0.970
8 O 0.741 -2.200 0.165  C15 1.361, H22 1.003
9 N 1.717 1.283 0.624  O6 1.280, C12 1.430, C14 1.298
10 C 2.939 -0.765 -0.321  O3 1.176, O4 1.291, C12 1.501
11 C -0.781 1.203 0.360  C13 1.560, C14 1.485, H18 1.130, H23 1.128
12 C 1.830 -0.134 0.469  O4 1.525, N9 1.430, C10 1.501, C15 1.523
13 C -0.789 -0.343 0.158  O1 1.244, O5 1.528, C11 1.560, C15 1.690
14 C 0.550 1.842 0.523  N9 1.298, C11 1.485, H21 1.056
15 C 0.626 -1.003 0.804  O7 1.412, O8 1.361, C12 1.523, C13 1.690
16 H 0.621 0.918 -2.583  O2 0.933
17 H -0.304 -1.012 2.539  O7 0.970
18 H -1.421 1.525 1.233  C11 1.130
19 H -2.480 -1.326 0.379  O5 0.933
20 H 0.201 -0.288 -1.687  O2 1.092
21 H 0.589 2.863 0.790  C14 1.056
22 H 0.054 -2.040 -0.548  O8 1.003
23 H -1.299 1.494 -0.599  C11 1.128

Properties
- charge = -1
- max |F| (eV Å⁻¹) = 5.51

Entry 2:
Here is a 2-piece molecular cluster, C2H3NO3P overall in a non-equilibrium geometry from OMol25. Energies are from ωB97M-V/def2-TZVPD.

Bonds (Å) are listed after each position.
Atoms and positions in Å:
1 P -0.646 1.404 2.261  O4 1.553, H8 1.361, H10 1.526
2 O 0.571 1.477 -1.291  C7 1.148
3 O -0.991 -2.424 -1.555  C6 1.216
4 O -0.519 0.379 1.101  P1 1.553
5 N 0.594 -0.827 -1.451  C6 1.380, C7 1.207
6 C 0.116 -2.092 -1.177  O3 1.216, N5 1.380, H9 1.068
7 C 0.370 0.347 -1.279  O2 1.148, N5 1.207
8 H -1.068 2.512 1.594  P1 1.361
9 H 0.838 -2.759 -0.759  C6 1.068
10 H 0.734 1.983 2.555  P1 1.526

Properties
- charge = -1
- max |F| (eV Å⁻¹) = 3.10

Entry 3:
Here is a 2-piece molecular cluster, C3H9N2S overall in a non-equilibrium geometry from OMol25. Energies are from ωB97M-V/def2-TZVPD.

Bonds (Å) are listed after each position.
Atoms and positions in Å:
1 S 3.256 0.450 0.057  C5 1.704, H10 1.401
2 N 0.326 1.464 -0.413  C4 1.249, H9 1.004, H14 1.093
3 N -2.324 0.332 0.160  C6 1.428, H8 1.058, H13 0.963
4 C 0.099 0.249 -0.230  N2 1.249, C6 1.476
5 C 2.150 -0.775 -0.368  S1 1.704, H7 1.133, H12 1.114
6 C -1.180 -0.479 -0.109  N3 1.428, C4 1.476, H11 1.099, H15 1.116
7 H 1.982 -1.477 0.505  C5 1.133
8 H -3.153 0.421 -0.492  N3 1.058
9 H 1.266 1.733 -0.182  N2 1.004
10 H 3.265 0.143 1.423  S1 1.401
11 H -1.289 -1.141 -0.980  C6 1.099
12 H 2.320 -1.273 -1.350  C5 1.114
13 H -2.667 0.105 1.031  N3 0.963
14 H -0.293 2.357 -0.305  N2 1.093
15 H -0.940 -1.220 0.690  C6 1.116

Properties
- expectation value of S² = 2.01
- spin multiplicity = 3
- charge = +1
- max |F| (eV Å⁻¹) = 3.91

E_tot (computed, hartree): -890.03795; -699.85751; -626.93301